Formula: C24H25Br61NO2PS
Source: the OMol25 dataset
Level of theory: ωB97M-V/def2-TZVPD

## Properties
**Lowest unoccupied orbital energy**: -0.012 Ha
**Multiplicity**: 1
**Molecular weight**: 5296.65 g/mol
**Total energy**: -4323585.78630 eV

XYZ file:
```
115
Properties=species:S:1:pos:R:3:forces:R:3:mulliken_charge:R:1
C 0.487 3.744 2.882 0.04 0.12 -0.24 0.2016
C -0.298 2.873 2.647 -0.29 0.27 0.07 -0.8835
C -1.289 1.870 2.261 1.65 0.27 -0.24 0.8979
N -0.660 0.998 1.303 -0.67 -0.30 0.38 0.0056
Br -1.764 0.913 3.904 -0.19 -0.02 -0.27 -0.1037
O -2.381 2.639 1.724 -0.70 -0.38 0.68 -0.1420
C -3.510 1.957 1.441 -0.34 -0.04 -0.99 0.3696
O -3.599 0.785 1.213 0.16 0.00 0.29 -0.3209
P -5.055 3.003 1.407 -0.13 0.26 0.69 0.1236
S -6.027 2.859 3.063 0.08 0.21 0.10 -0.3033
H 1.057 4.650 2.915 0.27 -0.83 0.50 -0.1292
H -1.119 0.093 1.326 -0.04 0.03 -0.24 -0.1987
H -0.794 1.402 0.382 0.18 0.01 -0.07 0.2624
H -4.599 4.294 1.080 0.05 -0.14 -0.22 0.0774
H -5.737 2.544 0.266 0.31 -0.01 -0.12 0.0837
C -0.187 8.280 2.981 0.02 0.09 -0.04 -0.2872
Br -0.034 6.536 2.161 -0.34 0.90 -0.12 0.0032
Br -1.847 9.136 2.519 0.04 -0.05 0.01 -0.0405
Br 0.069 8.180 4.883 -0.24 -0.11 -0.08 0.0240
H 0.609 8.894 2.582 0.01 0.00 -0.01 0.2765
C -2.812 -2.910 0.347 -0.02 0.07 -0.09 -0.3326
Br -3.483 -4.667 0.753 0.07 0.03 -0.02 -0.0507
Br -1.746 -2.203 1.786 -0.14 -0.31 0.12 -0.0719
Br -1.861 -2.877 -1.325 0.02 0.00 0.15 0.2449
H -3.667 -2.258 0.241 -0.01 0.02 0.03 0.3248
C 2.256 -1.518 0.212 -0.12 -0.08 -0.03 0.0484
Br 1.637 -3.297 0.607 0.15 -0.02 0.02 -0.0262
Br 3.304 -0.783 1.652 -0.02 -0.01 -0.04 -0.0612
Br 3.208 -1.470 -1.458 0.08 0.02 0.15 -0.0178
H 1.383 -0.887 0.105 0.00 0.02 0.03 0.0420
C 3.890 2.578 -0.673 0.01 -0.03 0.05 -0.4136
Br 5.277 3.894 -0.836 -0.02 0.05 0.03 -0.0280
Br 2.426 3.199 0.407 0.04 -0.07 -0.02 0.1613
Br 3.283 1.991 -2.399 -0.05 0.22 -0.20 0.0831
H 4.308 1.717 -0.168 -0.01 -0.04 -0.03 0.2272
C 2.055 -5.387 -3.160 0.08 -0.03 0.05 -0.3905
Br 1.116 -3.739 -3.512 0.13 -0.10 -0.04 0.0290
Br 3.760 -5.089 -2.309 -0.13 -0.09 -0.07 -0.0526
Br 0.959 -6.598 -2.154 -0.01 0.07 0.02 0.0841
H 2.260 -5.848 -4.116 -0.03 -0.01 -0.02 0.4063
C -8.705 -0.231 3.887 0.08 0.01 -0.03 0.2804
Br -9.929 1.243 3.712 0.03 -0.05 0.00 -0.0157
Br -9.622 -1.897 4.176 -0.03 0.06 -0.07 -0.0418
Br -7.479 -0.328 2.413 -0.11 -0.25 -0.12 0.0358
H -8.112 -0.044 4.770 0.01 0.03 0.00 -0.3286
C -6.760 -1.112 7.468 0.03 -0.05 0.03 -0.0701
Br -8.139 0.234 7.442 0.02 -0.01 0.06 -0.0045
Br -7.489 -2.886 7.320 0.05 0.06 0.05 -0.0025
Br -5.422 -0.780 6.125 -0.08 0.03 0.01 0.1783
H -6.276 -1.044 8.433 0.03 0.01 -0.01 -0.0487
C 4.060 8.125 -1.214 -0.04 0.05 -0.08 -0.4513
Br 2.771 7.876 0.197 0.10 -0.13 0.04 0.1070
Br 5.839 7.589 -0.704 -0.09 0.04 0.05 -0.0404
Br 3.476 7.247 -2.825 0.09 0.01 0.09 0.0175
H 4.104 9.185 -1.411 -0.01 0.01 -0.04 0.3407
C 3.768 -9.951 -3.031 0.03 0.01 0.06 -0.3658
Br 2.087 -9.816 -3.961 0.05 -0.01 0.00 -0.0398
Br 5.155 -8.959 -3.928 -0.05 0.01 0.01 -0.0314
Br 3.612 -9.434 -1.181 -0.05 -0.03 -0.27 0.0863
H 4.057 -10.991 -3.051 0.01 -0.01 -0.02 0.3341
C -3.289 -0.355 10.089 0.01 0.02 -0.06 -0.3225
Br -4.708 0.946 10.010 0.02 -0.03 -0.03 -0.0080
Br -3.982 -2.149 9.991 -0.01 0.00 -0.03 -0.0189
Br -1.956 -0.035 8.740 -0.05 0.00 0.02 0.0256
H -2.807 -0.249 11.049 -0.01 0.00 0.02 0.3305
C 3.292 4.344 -6.228 -0.01 -0.07 -0.10 -0.1581
Br 4.654 5.680 -6.474 -0.05 -0.01 0.03 -0.0404
Br 1.853 4.989 -5.124 0.05 0.07 0.05 0.0631
Br 2.642 3.674 -7.912 -0.05 0.20 0.10 -0.0677
H 3.748 3.517 -5.701 -0.02 -0.03 0.00 0.2443
C -3.200 -1.325 -5.306 -0.03 0.02 0.03 -0.2983
Br -4.469 -1.517 -3.871 0.04 -0.02 -0.04 -0.0496
Br -1.447 -1.973 -4.827 -0.09 0.05 -0.05 0.0880
Br -3.801 -2.192 -6.907 0.04 0.16 -0.08 -0.0002
H -3.112 -0.268 -5.511 0.05 0.02 -0.02 0.2813
C 2.682 10.202 7.049 0.00 0.01 -0.05 -0.3127
Br 1.710 8.920 8.110 0.04 0.00 -0.01 -0.0550
Br 4.080 11.051 8.063 -0.03 -0.05 -0.01 -0.0470
Br 3.355 9.410 5.433 0.27 0.10 0.03 0.0318
H 1.983 10.974 6.762 -0.03 0.00 0.01 0.3568
C 1.943 -7.931 2.811 0.00 0.02 0.00 -0.3749
Br 0.615 -7.515 1.485 -0.02 0.06 0.03 -0.0581
Br 3.518 -8.693 2.008 0.06 0.03 0.24 0.0322
Br 2.375 -6.403 3.896 0.00 -0.01 -0.06 -0.0399
H 1.520 -8.678 3.466 0.01 -0.03 0.00 0.4017
C 2.692 -0.458 -7.340 -0.04 0.07 -0.09 -0.3737
Br 1.030 -0.220 -8.281 0.04 0.05 0.03 0.0010
Br 4.149 0.440 -8.214 0.08 -0.21 -0.03 -0.0392
Br 2.535 0.088 -5.502 -0.04 0.00 0.11 0.0401
H 2.916 -1.515 -7.347 0.00 -0.02 0.05 0.3649
C 5.061 5.540 4.996 0.02 0.00 0.04 -0.4144
Br 3.421 5.822 4.027 0.01 0.08 -0.03 0.1427
Br 6.530 6.469 4.172 -0.06 0.01 0.02 -0.0086
Br 4.875 6.001 6.855 0.00 -0.01 -0.05 -0.0113
H 5.281 4.484 4.949 0.00 -0.02 -0.02 0.3684
C -1.787 4.339 -6.456 0.04 0.01 0.00 -0.3731
Br -1.215 5.412 -7.946 -0.02 -0.04 0.03 -0.0191
Br -3.696 4.081 -6.453 0.03 -0.01 0.00 -0.0646
Br -0.845 2.665 -6.387 -0.08 -0.14 -0.04 0.1232
H -1.538 4.883 -5.556 0.01 0.01 0.01 0.3293
C 7.533 -8.914 3.367 -0.01 0.03 -0.01 -0.3602
Br 7.175 -7.118 2.774 -0.02 -0.08 0.00 0.0112
Br 6.522 -9.357 4.944 0.00 0.01 -0.05 -0.0020
Br 7.259 -10.204 1.961 -0.06 0.08 0.03 -0.0143
H 8.577 -8.957 3.636 0.01 -0.01 0.01 0.3407
C -1.634 -4.240 -9.958 -0.03 0.00 0.06 -0.3531
Br -2.551 -2.612 -10.427 0.05 -0.04 -0.02 -0.0436
Br 0.037 -3.882 -9.073 -0.07 -0.03 0.01 -0.0101
Br -2.752 -5.410 -8.912 0.03 0.03 -0.02 0.0296
H -1.406 -4.756 -10.878 0.00 0.00 -0.01 0.3478
C -3.364 -6.035 -5.178 0.05 0.11 0.03 -0.1677
Br -3.090 -7.807 -5.882 -0.02 0.03 0.02 -0.0344
Br -5.099 -5.345 -5.641 -0.05 -0.20 0.08 -0.0244
Br -3.051 -5.956 -3.281 -0.02 0.00 -0.08 -0.0386
H -2.633 -5.389 -5.647 0.01 0.01 -0.02 0.1875
```
Forces are in eV/Å.